Record 1
Computed, not measured: a cluster of 9 separate species, C16H50O16 in total in a non-equilibrium geometry, with ωB97M-V with the def2-TZVPD basis set.

Results
HOMO   -9.7 eV
Energy relative to the best compared isomer or geometry (same formula, charge and spin)   9.1 kcal/mol
Spin multiplicity   1
F_max   2.75 eV Å⁻¹
Structure (SMILES)   OCCO.OCCO.OCCO.OCCO.OCCO.OCCO.OCCO.CO.CO

Geometry as XYZ:
```
82
C16H50O16 | the OMol25 dataset | ωB97M-V with the def2-TZVPD basis set
O 0.27 1.84 2.29
C 1.59 2.14 2.09
C 1.74 2.81 0.74
O 1.28 1.94 -0.37
H 0.20 1.66 3.27
H 1.93 2.93 2.76
H 2.21 1.24 2.18
H 2.75 3.11 0.50
H 1.06 3.62 0.59
H 1.81 1.10 -0.42
O -3.44 -2.21 2.07
C -3.25 -2.61 3.44
C -2.50 -1.44 4.01
O -1.12 -1.39 3.55
H -4.08 -2.81 1.69
H -4.24 -2.74 3.83
H -2.48 -3.46 3.48
H -2.43 -1.48 5.08
H -3.02 -0.48 3.75
H -1.13 -1.07 2.63
O -1.23 5.36 -2.77
C 0.03 5.97 -3.12
C 0.46 6.78 -1.88
O -0.52 7.73 -1.51
H -1.51 4.82 -3.49
H 0.77 5.25 -3.48
H -0.17 6.62 -4.02
H 1.39 7.28 -2.03
H 0.61 6.17 -1.03
H -1.40 7.36 -1.59
O -1.80 -4.27 0.49
C -2.83 -4.25 -0.49
C -3.96 -5.17 -0.09
O -4.56 -4.64 1.10
H -1.91 -3.51 1.11
H -3.30 -3.25 -0.58
H -2.41 -4.58 -1.47
H -3.62 -6.15 0.08
H -4.71 -5.18 -0.88
H -5.09 -5.37 1.49
O 2.08 -0.80 0.43
C 2.46 -1.99 -0.15
C 1.90 -2.13 -1.55
O 2.69 -1.38 -2.42
H 1.18 -0.91 0.74
H 3.53 -2.07 -0.17
H 2.21 -2.83 0.48
H 0.81 -1.88 -1.49
H 1.92 -3.22 -1.90
H 2.98 -0.58 -1.94
O 4.31 4.33 -3.47
C 3.86 3.15 -4.32
C 3.08 2.14 -3.55
O 1.94 2.80 -3.10
H 3.59 4.65 -2.88
H 3.37 3.53 -5.23
H 4.76 2.56 -4.64
H 3.74 1.85 -2.70
H 2.81 1.22 -4.12
H 1.42 2.27 -2.47
O -0.74 -0.23 1.01
C -1.67 -0.28 -0.10
C -1.12 0.34 -1.43
O -1.33 1.73 -1.48
H -0.28 0.63 1.09
H -1.83 -1.33 -0.34
H -2.60 0.25 0.18
H -1.67 -0.14 -2.22
H -0.10 0.13 -1.57
H -0.56 2.07 -1.01
C 0.60 -6.34 -1.22
O 0.48 -5.00 -0.87
H -0.34 -6.88 -1.44
H 1.12 -6.33 -2.19
H 1.01 -6.95 -0.44
H -0.12 -4.88 -0.12
C 0.69 0.59 5.93
O 0.04 0.80 4.69
H 0.96 -0.50 5.90
H 1.63 1.12 5.86
H 0.17 0.86 6.83
H -0.37 -0.03 4.36
```

Record 2
Computed, not measured: a structure of composition C16H52B3O8Pb2 in a non-equilibrium geometry, with ωB97M-V with the def2-TZVPD basis set.

Results
Charge   +1
HOMO   -10.6 eV
Energy relative to the best compared isomer or geometry (same formula, charge and spin)   271.0 kcal/mol
Spin multiplicity   1
F_max   5.30 eV Å⁻¹

Geometry as XYZ:
```
81
C16H52B3O8Pb2 | the OMol25 dataset | ωB97M-V with the def2-TZVPD basis set
Pb 5.62 -20.13 1.51
Pb 8.11 -24.68 -1.08
B 8.78 -22.01 1.84
H 7.80 -22.41 2.05
H 9.30 -22.68 1.19
H 8.64 -21.05 1.37
H 9.29 -21.97 2.80
B 2.60 -21.49 2.59
H 2.81 -20.61 3.18
H 1.64 -21.86 2.90
H 2.59 -21.24 1.54
H 3.31 -22.23 2.93
B 5.33 -22.32 -1.30
H 4.48 -21.66 -1.36
H 5.22 -22.89 -0.40
H 5.42 -22.99 -2.14
H 6.23 -21.72 -1.26
C 6.35 -20.52 6.47
O 6.11 -19.63 5.50
C 5.51 -18.46 6.05
C 5.42 -17.34 5.06
O 6.15 -17.65 3.93
C 7.55 -17.30 4.21
H 6.72 -20.17 7.43
H 7.06 -21.17 5.95
H 5.55 -21.26 6.57
H 6.04 -17.97 6.87
H 4.62 -18.65 6.65
H 5.29 -16.31 5.38
H 4.42 -17.52 4.67
H 7.59 -16.26 4.55
H 8.09 -17.24 3.27
H 8.09 -17.88 4.95
C 7.66 -17.80 -1.29
O 6.41 -17.81 -0.65
C 5.41 -17.41 -1.59
C 4.20 -16.91 -0.91
O 3.61 -17.96 -0.20
C 2.39 -17.61 0.43
H 7.75 -18.49 -2.14
H 8.30 -18.11 -0.46
H 7.92 -16.84 -1.73
H 5.12 -18.23 -2.25
H 5.79 -16.60 -2.22
H 3.51 -16.48 -1.64
H 4.44 -16.11 -0.21
H 1.68 -18.44 0.35
H 1.99 -16.75 -0.12
H 2.60 -17.33 1.46
C 12.66 -23.52 -1.06
O 11.75 -23.78 -2.06
C 12.24 -23.42 -3.32
C 11.21 -23.88 -4.32
O 9.95 -23.31 -3.89
C 8.98 -23.51 -4.97
H 13.32 -24.35 -0.82
H 12.24 -23.15 -0.12
H 13.29 -22.68 -1.35
H 13.24 -23.84 -3.41
H 12.35 -22.34 -3.36
H 11.35 -24.93 -4.55
H 11.42 -23.41 -5.28
H 7.94 -23.35 -4.70
H 9.18 -24.47 -5.44
H 9.27 -22.70 -5.64
C 5.96 -27.01 1.78
O 7.22 -26.84 1.27
C 8.02 -27.94 1.58
C 9.54 -27.63 1.62
O 9.88 -27.29 0.30
C 10.75 -28.18 -0.39
H 5.51 -27.82 1.21
H 5.47 -26.03 1.83
H 5.84 -27.25 2.83
H 7.74 -28.71 0.87
H 7.83 -28.49 2.50
H 10.17 -28.46 1.97
H 9.73 -26.78 2.28
H 10.38 -29.21 -0.40
H 11.73 -28.31 0.07
H 10.92 -27.77 -1.38
```

Record 3
Computed, not measured: a cluster of 9 separate species, C16H52BO15 in total in a non-equilibrium geometry, with ωB97M-V with the def2-TZVPD basis set.

Results
Charge   -1
HOMO   -6.9 eV
Energy relative to the best compared isomer or geometry (same formula, charge and spin)   19.9 kcal/mol
Spin multiplicity   1
F_max   4.08 eV Å⁻¹

Geometry as XYZ:
```
84
C16H52BO15 | the OMol25 dataset | ωB97M-V with the def2-TZVPD basis set
B 0.58 -0.06 -0.98
H 0.53 -0.47 -1.97
H 0.44 1.01 -0.99
H -0.18 -0.46 -0.32
H 1.55 -0.25 -0.55
C -0.44 -4.02 -1.18
C -1.67 -3.12 -0.91
O -1.55 -2.08 -1.78
H 0.40 -3.81 -0.52
H -0.14 -4.13 -2.22
H -0.75 -5.05 -1.01
H -1.67 -2.70 0.10
H -2.66 -3.54 -1.10
H -0.77 -1.56 -1.53
C -2.99 0.80 0.09
C -3.75 0.44 1.39
O -3.45 -0.89 1.79
O -1.78 1.48 0.43
H -3.58 1.53 -0.47
H -2.81 -0.11 -0.49
H -4.82 0.59 1.25
H -3.35 1.14 2.13
H -2.52 -0.95 2.03
H -1.08 0.84 0.32
C -1.10 4.82 0.93
C 0.19 4.38 0.22
O -0.14 3.71 -0.97
O -1.62 3.77 1.73
H -1.88 5.18 0.27
H -0.74 5.62 1.58
H 0.83 3.77 0.86
H 0.88 5.14 -0.16
H -0.31 2.80 -0.74
H -1.61 3.02 1.14
C -0.55 -0.38 3.68
C -1.36 -0.84 4.95
O -0.63 -1.89 5.69
O -0.86 -1.28 2.61
H 0.53 -0.38 3.85
H -0.82 0.65 3.44
H -2.38 -1.15 4.72
H -1.46 0.01 5.62
H -1.22 -2.16 6.39
H -0.07 -1.43 2.08
C 1.55 -2.40 -3.87
C 2.36 -1.21 -4.07
O 2.87 -0.60 -2.91
O 1.33 -3.10 -5.11
H 0.62 -2.07 -3.40
H 2.12 -3.10 -3.27
H 1.70 -0.44 -4.47
H 3.18 -1.40 -4.77
H 2.17 -0.43 -2.28
H 2.19 -3.36 -5.44
C 1.95 1.31 1.95
C 2.33 2.43 3.01
O 1.65 2.26 4.30
O 2.79 1.35 0.86
H 0.93 1.38 1.58
H 1.97 0.32 2.41
H 2.08 3.42 2.62
H 3.40 2.48 3.22
H 2.24 1.80 4.89
H 2.34 0.95 0.12
C 3.54 -2.68 1.88
C 2.76 -2.27 0.68
O 1.38 -1.95 1.07
O 3.03 -3.82 2.60
H 3.59 -1.85 2.58
H 4.57 -2.91 1.59
H 2.59 -3.05 -0.05
H 3.18 -1.43 0.12
H 1.01 -1.41 0.36
H 2.14 -3.58 2.86
C -1.51 1.88 -3.44
C -2.57 2.18 -4.50
O -1.95 1.95 -5.75
O -1.37 0.48 -3.24
H -1.73 2.37 -2.49
H -0.60 2.34 -3.82
H -2.90 3.21 -4.44
H -3.49 1.61 -4.38
H -1.97 0.99 -5.83
H -0.69 0.41 -2.57
```

What did the third record say?
Computed, not measured: a cluster of 9 separate species, C16H52BO15 in total in a non-equilibrium geometry, with ωB97M-V with the def2-TZVPD basis set.

Results
Charge   -1
HOMO   -6.9 eV
Energy relative to the best compared isomer or geometry (same formula, charge and spin)   19.9 kcal/mol
Spin multiplicity   1
F_max   4.08 eV Å⁻¹

Geometry as XYZ:
```
84
C16H52BO15 | the OMol25 dataset | ωB97M-V with the def2-TZVPD basis set
B 0.58 -0.06 -0.98
H 0.53 -0.47 -1.97
H 0.44 1.01 -0.99
H -0.18 -0.46 -0.32
H 1.55 -0.25 -0.55
C -0.44 -4.02 -1.18
C -1.67 -3.12 -0.91
O -1.55 -2.08 -1.78
H 0.40 -3.81 -0.52
H -0.14 -4.13 -2.22
H -0.75 -5.05 -1.01
H -1.67 -2.70 0.10
H -2.66 -3.54 -1.10
H -0.77 -1.56 -1.53
C -2.99 0.80 0.09
C -3.75 0.44 1.39
O -3.45 -0.89 1.79
O -1.78 1.48 0.43
H -3.58 1.53 -0.47
H -2.81 -0.11 -0.49
H -4.82 0.59 1.25
H -3.35 1.14 2.13
H -2.52 -0.95 2.03
H -1.08 0.84 0.32
C -1.10 4.82 0.93
C 0.19 4.38 0.22
O -0.14 3.71 -0.97
O -1.62 3.77 1.73
H -1.88 5.18 0.27
H -0.74 5.62 1.58
H 0.83 3.77 0.86
H 0.88 5.14 -0.16
H -0.31 2.80 -0.74
H -1.61 3.02 1.14
C -0.55 -0.38 3.68
C -1.36 -0.84 4.95
O -0.63 -1.89 5.69
O -0.86 -1.28 2.61
H 0.53 -0.38 3.85
H -0.82 0.65 3.44
H -2.38 -1.15 4.72
H -1.46 0.01 5.62
H -1.22 -2.16 6.39
H -0.07 -1.43 2.08
C 1.55 -2.40 -3.87
C 2.36 -1.21 -4.07
O 2.87 -0.60 -2.91
O 1.33 -3.10 -5.11
H 0.62 -2.07 -3.40
H 2.12 -3.10 -3.27
H 1.70 -0.44 -4.47
H 3.18 -1.40 -4.77
H 2.17 -0.43 -2.28
H 2.19 -3.36 -5.44
C 1.95 1.31 1.95
C 2.33 2.43 3.01
O 1.65 2.26 4.30
O 2.79 1.35 0.86
H 0.93 1.38 1.58
H 1.97 0.32 2.41
H 2.08 3.42 2.62
H 3.40 2.48 3.22
H 2.24 1.80 4.89
H 2.34 0.95 0.12
C 3.54 -2.68 1.88
C 2.76 -2.27 0.68
O 1.38 -1.95 1.07
O 3.03 -3.82 2.60
H 3.59 -1.85 2.58
H 4.57 -2.91 1.59
H 2.59 -3.05 -0.05
H 3.18 -1.43 0.12
H 1.01 -1.41 0.36
H 2.14 -3.58 2.86
C -1.51 1.88 -3.44
C -2.57 2.18 -4.50
O -1.95 1.95 -5.75
O -1.37 0.48 -3.24
H -1.73 2.37 -2.49
H -0.60 2.34 -3.82
H -2.90 3.21 -4.44
H -3.49 1.61 -4.38
H -1.97 0.99 -5.83
H -0.69 0.41 -2.57
```